Here is a cluster of 2 separate species, C4H6N2 in total from OMol25. Energies are from wB97M-V/def2-TZVPD.

Geometry as ORCA input:
```
! RIJCOSX wB97M-V def2-TZVPD def2/J DEFGRID3
* xyz 0 1
C -1.359 0.939 -0.087
C -0.152 0.111 -0.193
C 1.119 -0.043 -0.248
C 2.414 0.477 -0.302
N 3.456 0.978 -0.396
N 0.270 -1.239 -0.635
H -1.578 1.343 -1.082
H -2.226 0.370 0.253
H -1.175 1.779 0.589
H 0.199 -1.271 -1.662
H -0.798 -1.636 2.060
H -0.170 -1.808 1.703
*
```

Values from the calculation:
Lowest unoccupied orbital energy ... 0.3259 eV
Gap between HOMO and LUMO ... 9.2463 eV
Structure (SMILES) ... CC1=C(C#N)N1.[H][H]

Löwdin population analysis, charges in e, atoms 1 to 2: -0.017 -0.257